70
Properties=species:S:1:pos:R:3:forces:R:3 method="wB97M-V/def2-TZVPD" largest_force_ha_per_bohr=0.2154 homo_energy_ev=-13.39 charge=+2 multiplicity=1 orbital_gap_ev=6.78
Ga 0.00000 0.00000 0.00000 -1.421 1.429 0.711
N 1.89120 0.18430 0.00000 3.956 5.768 -0.416
C 2.85070 -0.81780 -0.05460 1.444 -2.328 -0.199
C 4.21890 -0.57890 -0.09340 0.088 -0.210 0.056
C 5.09890 -1.65980 -0.15430 -0.254 -0.070 0.019
C 4.60610 -2.96680 -0.17380 -0.236 0.166 0.036
C 3.22900 -3.20340 -0.13250 0.264 0.127 -0.012
C 2.34010 -2.12860 -0.07610 0.201 0.273 -0.214
P 0.51790 -2.19050 0.00000 3.282 -3.247 -0.677
C -0.01950 -2.16360 -1.74560 -0.083 0.030 -1.325
C 0.85510 -2.12760 -2.84110 0.090 -0.023 -0.010
C 0.36830 -2.10110 -4.15260 -0.163 0.033 0.110
C -1.00310 -2.10380 -4.39160 0.339 0.105 -0.095
C -1.88980 -2.12940 -3.31980 0.360 -0.146 0.529
C -1.40190 -2.15550 -2.01030 1.116 -1.277 -4.616
C 0.20910 -3.91760 0.51190 -0.595 -0.282 1.117
C -0.00600 -4.97880 -0.38060 0.014 0.050 -0.315
C -0.23130 -6.27790 0.08590 0.141 0.374 0.057
C -0.24420 -6.53820 1.45330 -0.002 0.121 -0.033
C -0.03130 -5.50040 2.35580 0.121 0.288 -0.184
C 0.19290 -4.20220 1.88860 -0.046 -0.049 0.100
H 2.04030 1.07700 -0.77690 0.284 -3.791 1.346
H 2.05440 1.02770 0.80350 0.003 -3.487 -1.423
H 4.60790 0.43330 -0.07740 -0.033 0.009 -0.002
H 6.17130 -1.48560 -0.18470 -0.207 0.004 -0.002
H 5.29560 -3.80620 -0.21830 -0.133 0.164 0.004
H 2.87030 -4.22800 -0.14680 -0.075 0.140 0.023
H 1.93180 -2.11760 -2.69730 -0.083 -0.101 0.107
H 1.06570 -2.07500 -4.98570 -0.098 0.001 0.181
H -1.37940 -2.08140 -5.41050 0.074 0.028 0.135
H -2.96170 -2.12670 -3.49770 0.119 -0.074 0.024
H -2.11630 -2.17220 -1.18890 0.927 -1.569 -5.664
H 0.00670 -4.81800 -1.45560 -0.042 0.103 0.107
H -0.39550 -7.08470 -0.62360 0.055 0.189 0.082
H -0.41930 -7.54790 1.81440 0.012 0.167 -0.057
H -0.03860 -5.69700 3.42450 0.012 0.075 -0.183
H 0.35990 -3.40810 2.61440 -0.064 -0.089 -0.110
C -0.61400 3.61520 0.61600 -0.282 -0.017 0.204
As 0.75920 2.33660 0.00000 -2.270 7.338 0.315
C 0.73900 2.92630 -1.88360 -0.045 -0.347 -0.559
C 2.35190 3.29250 0.73750 0.627 -0.108 0.366
C 2.39670 4.78210 0.49910 -0.028 0.443 0.008
C 2.19680 5.67110 1.57130 -0.039 0.136 -0.620
C 2.24470 7.05260 1.36390 0.076 -0.338 -0.397
C 2.50080 7.56050 0.08840 -0.033 -0.407 0.079
C 2.71550 6.68700 -0.98010 -0.100 -0.246 0.449
C 2.66780 5.30430 -0.77670 -0.069 0.450 0.486
H -0.36960 4.64380 0.28120 -0.020 -0.689 0.172
H -0.66800 3.59270 1.72360 -0.016 0.025 -0.643
H -1.59820 3.32500 0.19440 0.549 0.148 0.273
H 0.67530 4.02800 -1.96270 0.178 -0.634 0.249
H -0.16040 2.50260 -2.37540 0.495 0.102 0.259
H 1.64410 2.54930 -2.40240 -0.503 0.312 0.086
H 3.28780 2.82630 0.36420 -0.444 0.097 0.100
H 2.30480 3.09560 1.82990 0.063 0.061 -0.514
H 1.99730 5.29680 2.56760 0.019 -0.088 0.006
H 2.08420 7.72950 2.19300 0.021 -0.042 -0.007
H 2.53890 8.63030 -0.07040 0.003 -0.034 0.001
H 2.92330 7.08140 -1.96600 0.019 -0.027 0.012
H 2.85570 4.64600 -1.61290 0.080 -0.074 -0.021
C -3.36800 -0.37430 0.26900 -0.181 1.658 0.397
S -1.83320 -1.33240 0.00000 -7.057 2.885 8.039
C -2.90320 -2.81110 -0.09100 -0.870 -2.736 1.995
H -3.86440 -0.65500 1.22210 0.265 -0.100 -0.853
H -4.03630 -0.41420 -0.61720 0.372 -0.387 0.574
H -3.08060 0.69110 0.38190 -0.135 -0.580 -0.047
H -3.58830 -2.76970 -0.96430 0.026 0.202 0.823
H -3.41320 -3.00950 0.87560 0.110 0.434 -0.639
H -2.23920 -3.68190 -0.26800 -0.419 0.435 0.210
H -1.30280 0.94690 0.00000 0.236 -0.775 -0.011